This record from the Open Molecules 2025 dataset describes C25H32BrClNO3PRuS as an isolated structure. The level of theory is the ωB97M-V functional and the def2-TZVPD basis.

As for the expectation value of S²: 6.0392. The gap between HOMO and LUMO (alpha / beta) comes out at 8.4 / 6.1 eV. The lowest unoccupied orbital energy (alpha / beta) is -5.59 / -8.23 eV. The total energy is -5120.3268 Eh.

Structure (ORCA input):
```
! wB97M-V def2-TZVPD RIJCOSX def2/J DEFGRID3
* xyz 2 5
Ru 1.37 -0.94 0.36
C -2.55 1.35 2.51
C -2.30 0.61 1.23
O -2.21 -0.84 1.51
P -0.86 -1.64 1.43
O -1.24 -3.06 0.86
C -2.58 -3.52 0.46
C -3.31 -4.16 1.61
O -0.26 -1.90 2.87
C -0.86 -2.74 3.91
C -1.96 -2.02 4.65
H -2.74 2.40 2.29
H -1.70 1.29 3.19
H -3.44 0.95 3.02
H -1.37 0.91 0.74
H -3.11 0.70 0.52
H -2.38 -4.23 -0.34
H -3.12 -2.67 0.05
H -2.75 -5.01 2.01
H -4.27 -4.52 1.26
H -3.50 -3.44 2.41
H -0.03 -2.98 4.57
H -1.20 -3.66 3.43
H -1.60 -1.07 5.04
H -2.29 -2.63 5.49
H -2.82 -1.83 4.01
Br -0.29 3.06 -4.61
C 0.16 1.94 -3.20
C 1.20 2.29 -2.34
C 1.54 1.46 -1.29
C 0.85 0.26 -1.09
C -0.19 -0.10 -1.98
C -0.54 0.74 -3.01
H 1.73 3.22 -2.50
H 2.34 1.76 -0.62
H -0.73 -1.03 -1.86
H -1.34 0.48 -3.69
N 2.15 0.30 1.78
S 3.73 0.72 1.90
C 4.60 -0.60 2.69
C 4.29 -1.01 3.98
C 4.98 -2.09 4.51
C 5.95 -2.74 3.75
C 6.25 -2.31 2.46
C 5.57 -1.23 1.92
C 3.74 2.03 3.11
C 2.63 2.85 3.22
C 2.69 3.91 4.12
C 3.84 4.15 4.85
C 4.95 3.32 4.70
C 4.91 2.25 3.83
H 1.71 0.23 2.70
H 3.55 -0.49 4.57
H 4.77 -2.43 5.51
H 6.49 -3.57 4.18
H 7.02 -2.81 1.89
H 5.79 -0.88 0.92
H 1.75 2.68 2.63
H 1.83 4.57 4.22
H 3.88 4.98 5.55
H 5.85 3.51 5.28
H 5.77 1.61 3.71
Cl 2.67 -3.12 0.53
C 2.12 -2.29 -0.98
H 1.37 -2.91 -1.47
H 2.96 -2.01 -1.59
*
```